Entry from the Open Molecules 2025 dataset: a cluster of 3 separate species, C3H14NO4 in total in a non-equilibrium geometry (ωB97M-V/def2-TZVPD).

Each line ends with the natural charge from an NBO analysis.
Element x y z (Å)
C  -0.434  0.935  1.047  -0.0861
O  -1.492  0.027  1.323  -0.7482
C  -0.007  0.655  -0.435  -0.0867
C  1.491  0.936  -0.727  -0.0855
O  2.321  0.856  0.380  -0.7028
N  -0.176  -0.867  -0.649  -0.6915
H  0.365  0.735  1.753  0.1857
H  -0.793  1.964  1.016  0.2018
H  -1.683  -0.066  2.271  0.5031
H  -0.751  1.141  -1.053  0.2554
H  1.798  0.245  -1.514  0.1840
H  1.548  1.900  -1.252  0.2041
H  2.230  1.642  0.952  0.4885
H  0.497  -1.193  -1.314  0.4308
H  0.154  -1.222  0.249  0.4557
H  -1.126  -1.247  -0.688  0.4762
H  2.533  -2.801  0.816  0.4844
H  1.842  -1.892  1.714  0.4728
O  1.655  -2.618  1.102  -0.9474
H  -3.791  0.362  -1.031  0.4934
H  -3.202  0.321  -2.441  0.4863
O  -2.978  0.186  -1.518  -0.9740

Output
- lowest unoccupied orbital energy (eV) = -2.8
- total energy (eV) = -13011.4026
- total charge = +1

***

Entry from the Open Molecules 2025 dataset: a structure of composition C3H5NO4 in a non-equilibrium geometry (ωB97M-V/def2-TZVPD).

Each line ends with the natural charge from an NBO analysis.
Element x y z (Å)
C  -1.723  -0.351  0.076  0.5916
C  0.829  -0.291  0.413  0.3173
C  -0.371  -0.935  -0.178  0.4580
N  -1.856  0.908  -0.389  -0.8269
O  -2.543  -1.024  0.594  -0.5614
O  0.718  0.502  -0.694  -0.6625
O  1.986  -0.962  0.657  -0.7187
O  -0.362  -1.936  -1.049  -0.6102
H  0.527  0.251  1.234  0.1320
H  -0.975  1.339  -0.786  0.4559
H  -2.659  1.427  0.072  0.4103
H  2.697  -0.703  0.057  0.4987
H  0.423  -2.637  -0.928  0.5159

Output
- lowest unoccupied orbital energy (eV) = 0.3
- total energy (eV) = -12869.9731

***

Entry from the Open Molecules 2025 dataset: a cluster of 2 separate species, C8H8O2P in total in a non-equilibrium geometry (ωB97M-V/def2-TZVPD).

Each line ends with the natural charge from an NBO analysis.
Element x y z (Å)
C  -2.346  1.163  -0.246  -0.2070
C  -1.680  -0.008  0.003  -0.2343
C  -1.716  2.454  -0.136  -0.2348
C  -0.294  0.062  0.172  -0.1291
C  -0.355  2.472  -0.080  -0.1769
C  0.414  1.317  0.000  -0.1481
C  2.975  1.080  0.119  -0.1672
C  1.794  1.334  0.098  -0.0365
O  1.680  -3.392  -2.596  -1.1907
O  2.833  -2.737  -0.383  -1.1906
P  1.612  -2.938  -1.141  1.8927
H  -3.399  1.013  -0.232  0.1991
H  -2.173  -0.987  0.006  0.2232
H  -2.170  3.431  -0.303  0.2078
H  0.277  -0.880  0.504  0.2554
H  -0.016  3.494  -0.223  0.2071
H  3.996  1.308  -0.093  0.2269
H  0.755  -1.893  -0.953  -0.2383
H  0.884  -3.850  -0.486  -0.2588

Output
- lowest unoccupied orbital energy (eV) = 3.0
- total energy (eV) = -21808.9463
- total charge = -1

***

Entry from the Open Molecules 2025 dataset: the molecule C2H3N3S (ωB97M-V/def2-TZVPD).

Each line ends with the natural charge from an NBO analysis.
Element x y z (Å)
C  -0.487  0.027  -0.812  -0.0995
C  0.624  -0.685  -1.184  -0.1219
H  -0.418  0.994  2.593  0.1563
H  -1.368  0.357  -1.323  0.2329
H  0.879  -1.119  -2.152  0.2239
N  -0.272  0.286  0.490  -0.2893
N  1.437  -0.814  -0.102  -0.2317
N  0.894  -0.213  0.913  -0.0805
S  -1.290  1.167  1.577  0.2097

Output
- lowest unoccupied orbital energy (eV) = 0.5
- total energy (eV) = -17426.2927

***

Entry from the Open Molecules 2025 dataset: a structure of composition C47H58IN5O7PSSiY in a non-equilibrium geometry (ωB97M-V/def2-TZVPD).

Each line ends with the Mulliken charge.
Element x y z (Å)
Y  0.018  0.932  2.181  -0.0710
O  1.500  -0.500  1.627  0.1258
C  2.711  -0.723  2.027  0.3658
C  3.645  -1.322  1.150  -0.5688
C  4.933  -1.589  1.541  -0.6121
C  5.362  -1.281  2.830  -0.9333
C  4.471  -0.733  3.722  -0.6581
C  3.147  -0.458  3.366  0.9732
C  2.218  -0.067  4.390  -0.8568
N  0.997  0.261  4.148  0.5001
N  0.134  0.388  5.217  -0.9895
C  -1.112  0.178  4.850  0.1569
O  -1.487  -0.125  3.669  -0.1807
C  -2.112  0.216  5.948  0.2610
C  -1.968  1.066  7.041  -0.5357
C  -2.917  1.062  8.047  -0.5770
C  -4.004  0.204  7.980  -0.3767
C  -4.157  -0.633  6.887  -0.7314
C  -3.217  -0.625  5.873  0.0717
H  3.305  -1.559  0.151  0.4502
H  5.613  -2.059  0.842  0.5094
H  6.377  -1.493  3.134  0.3662
H  4.779  -0.519  4.737  0.3775
H  2.562  -0.144  5.430  0.2261
H  -1.110  1.720  7.085  0.4543
H  -2.828  1.736  8.887  0.3415
H  -4.744  0.194  8.771  0.3717
H  -5.016  -1.289  6.822  0.4186
H  -3.314  -1.283  5.022  0.4149
O  -0.469  -1.871  0.404  -0.4960
H  -0.209  -1.777  -0.522  -0.0819
H  0.338  -1.614  0.885  0.4491
C  -0.349  2.279  -1.058  -0.8744
O  -0.194  1.114  -0.270  2.2833
H  -0.960  2.069  -1.945  0.2415
H  0.622  2.670  -1.380  0.1292
H  -0.849  3.035  -0.449  0.3396
H  0.279  0.453  -0.857  -1.2376
N  -1.224  2.640  2.890  -0.5371
C  -1.760  3.173  3.789  0.8287
N  -2.214  3.896  4.694  -0.8406
C  -3.177  3.926  5.530  0.7495
N  -3.995  4.100  6.332  -0.7787
I  2.064  2.953  1.849  -0.5413
C  -4.490  -1.335  -2.883  -0.5815
C  -3.121  -1.171  -2.772  -0.8207
C  -2.560  -0.749  -1.577  0.0823
C  -3.358  -0.504  -0.469  -0.0058
C  -4.739  -0.636  -0.601  -0.5215
C  -5.298  -1.050  -1.794  -0.9438
P  -2.617  -0.087  1.180  2.2349
C  -3.551  -1.416  2.054  1.1563
C  -4.832  -1.284  2.580  -0.3450
C  -5.474  -2.368  3.155  -0.7961
C  -4.858  -3.607  3.204  -0.6902
C  -3.582  -3.746  2.682  -0.6884
C  -2.938  -2.662  2.115  -1.0069
C  -3.684  1.364  1.546  0.6446
C  -3.967  2.265  0.524  -0.8390
C  -4.696  3.412  0.775  -0.7593
C  -5.154  3.678  2.054  -1.0051
C  -4.858  2.803  3.086  -0.8470
C  -4.110  1.666  2.837  -0.7187
H  -4.930  -1.678  -3.811  0.3677
H  -2.476  -1.379  -3.613  0.5594
H  -1.490  -0.624  -1.530  0.3153
H  -5.388  -0.411  0.234  0.2757
H  -6.372  -1.162  -1.872  0.4083
H  -5.349  -0.336  2.549  0.3109
H  -6.467  -2.243  3.567  0.4116
H  -5.375  -4.456  3.636  0.3496
H  -3.089  -4.708  2.716  0.4345
H  -1.948  -2.768  1.698  0.4939
H  -3.615  2.052  -0.477  0.4157
H  -4.903  4.102  -0.033  0.4149
H  -5.729  4.572  2.252  0.4034
H  -5.187  3.018  4.093  0.7408
H  -3.852  1.011  3.658  0.4999
C  0.290  0.688  -5.521  -1.2972
C  1.619  1.443  -5.477  1.8003
C  1.348  2.952  -5.363  -1.8098
C  2.433  1.129  -6.740  -1.6710
O  2.380  1.092  -4.364  0.5761
Si  2.583  -0.358  -3.609  -1.0740
S  1.017  -0.803  -2.369  -0.1794
O  2.766  -1.481  -4.816  0.0297
C  3.345  -2.752  -4.738  1.7877
C  3.431  -3.278  -3.306  -1.4304
C  2.472  -3.699  -5.576  -1.9006
C  4.768  -2.682  -5.315  -1.6663
O  4.083  -0.292  -2.943  0.4170
C  4.773  0.778  -2.349  1.8927
C  6.022  0.166  -1.700  -1.6902
C  5.192  1.787  -3.427  -1.6231
C  3.892  1.471  -1.313  -1.1127
H  -0.338  1.062  -6.327  0.5688
H  -0.225  0.805  -4.572  0.0763
H  0.485  -0.370  -5.666  0.1741
H  0.756  3.297  -6.207  0.4626
H  2.286  3.504  -5.335  0.3531
H  0.810  3.156  -4.441  0.2797
H  1.866  1.340  -7.645  0.4525
H  2.699  0.076  -6.711  0.0801
H  3.349  1.718  -6.748  0.3505
H  2.440  -3.304  -2.865  0.2421
H  4.045  -2.604  -2.716  0.1782
H  3.863  -4.279  -3.292  0.5429
H  1.468  -3.722  -5.158  0.3326
H  2.884  -4.706  -5.569  0.4207
H  2.410  -3.346  -6.604  0.3396
H  5.342  -1.976  -4.721  0.1511
H  4.749  -2.339  -6.348  0.3428
H  5.246  -3.661  -5.273  0.4354
H  6.607  -0.365  -2.452  0.3816
H  5.723  -0.540  -0.930  0.0612
H  6.640  0.938  -1.248  0.4052
H  5.817  1.301  -4.176  0.3392
H  5.741  2.613  -2.977  0.4635
H  4.299  2.168  -3.914  0.0558
H  3.541  0.749  -0.580  -0.0006
H  3.029  1.889  -1.824  0.0739
H  4.423  2.268  -0.797  0.5109

Output
- lowest unoccupied orbital energy (eV) = 3.9
- total energy (eV) = -108623.1923
- total charge = -2

***

Entry from the Open Molecules 2025 dataset: a cluster of 2 separate species, CH4F2Si in total in a non-equilibrium geometry (ωB97M-V/def2-TZVPD).

Each line ends with the natural charge from an NBO analysis.
Element x y z (Å)
C  0.867  0.075  -0.451  -1.2037
F  -1.950  -0.585  -0.823  -0.6476
F  -1.370  1.276  0.767  -0.6714
Si  -0.831  -0.175  0.273  1.9833
H  0.914  0.532  -1.432  0.2590
H  1.482  0.617  0.209  0.2566
H  1.511  -0.919  -0.638  0.2578
H  -0.622  -0.819  2.095  -0.2340

Output
- lowest unoccupied orbital energy (eV) = 0.5
- total energy (eV) = -14416.5787

***

| no. | Kohn-Sham gap (eV) |
| --- | --- |
| 1 | 12.07 |
| 2 | 10.23 |
| 3 | 7.45 |
| 4 | 9.94 |
| 5 | 7.18 |
| 6 | 11.27 |